1.
Below is 6 unconnected molecules or ions with the total composition C31H50O18, with properties calculated with ωB97M-V with the def2-TZVPD basis set.

The geometry in XYZ format:
```
99
Properties=species:S:1:pos:R:3:forces:R:3
C -2.4904 -1.3398 3.0752 -0.961 -0.082 1.361
O -2.5381 -2.2877 1.9512 1.575 1.524 -0.042
C -1.3304 -2.2289 1.1138 1.381 -1.237 -0.443
C -1.6294 -2.1273 -0.5089 -0.868 0.525 0.385
C -2.1939 -0.6438 -0.9844 -0.927 -0.327 -0.758
C -1.0402 0.3536 -1.5853 0.477 -0.498 -0.509
C 0.2729 0.5591 -0.6250 0.777 0.281 -0.790
C 0.2101 1.8576 0.3734 0.107 -0.732 0.948
C -1.2529 2.1448 1.0545 0.188 1.663 0.631
C -2.1228 3.3300 0.2580 -0.385 0.036 0.235
C -3.5680 3.6613 1.0108 -0.341 0.993 -0.899
C -4.8589 3.4204 -0.0249 -0.685 -0.400 0.414
C -6.0964 2.5772 0.7066 -0.310 -0.088 -0.380
C -6.2779 1.0968 -0.0186 1.166 -1.587 0.618
C -5.5002 -0.0649 0.8889 -0.862 -0.641 -0.928
C -6.7239 -1.0485 1.4516 1.570 0.205 -0.900
C -7.6951 -0.9170 0.0983 -1.261 -2.691 -1.053
O -8.3105 -1.8731 -0.6082 3.873 6.947 4.517
O -7.6586 0.5466 -0.1319 0.001 -2.432 -0.398
H -1.4231 -1.1459 3.5177 -1.913 -0.360 -1.148
H -3.0203 -0.3217 2.8180 1.266 -1.922 0.382
H -3.1184 -1.8439 3.9565 1.301 1.089 -1.967
H -0.7708 -3.2725 1.2652 -1.076 2.116 -0.281
H -0.5939 -1.4129 1.5194 -1.521 -1.318 -0.965
H -2.4615 -2.9543 -0.7289 1.799 1.829 0.411
H -0.6929 -2.3741 -1.1817 -1.701 0.327 1.665
H -2.9379 -0.8719 -1.8898 1.519 0.604 1.866
H -2.8805 -0.1485 -0.1507 1.745 -1.046 -1.649
H -1.4706 1.4010 -1.9458 0.802 -2.258 0.993
H -0.6410 -0.1663 -2.5831 -0.891 1.001 2.096
H 1.1917 0.7545 -1.3622 -1.862 -0.436 1.545
H 0.5583 -0.4555 -0.0642 -0.841 2.344 -1.097
H 0.9648 1.6485 1.2744 -1.494 0.430 -1.951
H 0.6036 2.8260 -0.1524 -0.883 -1.812 0.814
H -1.0301 2.6182 2.1277 -0.640 -1.073 -2.570
H -1.8974 1.1834 1.2672 1.347 1.886 -0.671
H -1.5049 4.3473 0.1823 -1.098 -2.374 0.300
H -2.3955 3.0370 -0.8416 0.687 0.380 2.028
H -3.7195 3.0693 2.0106 0.425 1.010 -1.986
H -3.6101 4.8273 1.2629 0.234 -2.624 -0.297
H -5.3142 4.4536 -0.4022 1.184 -2.248 0.807
H -4.5662 2.7863 -0.9699 -0.286 1.367 1.817
H -7.0914 3.2034 0.6499 1.916 -1.407 0.064
H -5.8255 2.4067 1.8495 -0.719 0.295 -2.436
H -5.8721 0.9776 -1.1311 -0.666 0.990 2.416
H -4.7774 0.4088 1.6967 -1.509 -1.262 -1.800
H -4.9914 -0.7965 0.1035 -0.437 1.766 1.937
H -6.1944 -2.0971 1.5846 -1.658 2.026 -0.281
H -7.1878 -0.6720 2.4696 0.595 -0.762 -2.416
O -1.6204 1.6231 4.0694 2.121 0.693 1.049
C -0.5317 1.9753 4.4917 -1.702 -0.719 -0.453
O -0.0229 3.2350 4.3585 -0.729 -0.976 -0.167
C 1.1376 3.2971 5.1661 0.780 0.913 0.366
C 1.5571 1.8670 5.2753 1.359 -0.426 0.177
O 0.3369 1.1602 5.1586 -1.273 0.448 -0.508
H 1.9034 3.9211 4.6971 -0.243 -0.120 -0.060
H 0.8706 3.7298 6.1359 -0.040 -0.035 -0.071
H 2.2216 1.5628 4.4597 -0.210 0.119 0.244
H 2.0428 1.6476 6.2301 -0.234 -0.089 -0.109
O 3.5783 2.3081 3.0660 1.061 0.158 -2.259
C 4.0805 2.3255 1.9546 -0.707 -0.189 1.502
O 4.5821 3.4428 1.3517 -0.632 -0.712 0.809
C 5.2679 3.0112 0.1914 0.758 0.522 -0.746
C 4.6256 1.6980 -0.1185 0.132 -0.612 -1.123
O 4.2131 1.2297 1.1514 -0.240 0.864 1.082
H 5.1498 3.7344 -0.6202 -0.049 -0.003 0.273
H 6.3325 2.9109 0.4269 -0.102 -0.029 0.009
H 3.7442 1.8046 -0.7597 0.023 0.028 0.078
H 5.3210 0.9944 -0.5844 -0.204 0.020 0.257
O 0.0564 -6.6139 -1.3601 -2.598 0.058 0.834
C -1.1032 -6.5987 -0.9822 2.421 -0.046 -0.735
O -1.5232 -7.0431 0.2382 0.515 0.166 -0.894
C -2.8758 -6.6500 0.3758 -0.661 0.043 0.975
C -3.3337 -6.4944 -1.0381 -1.099 0.026 -0.375
O -2.1503 -6.1356 -1.7258 0.892 -0.166 0.386
H -3.4469 -7.4091 0.9173 0.261 0.065 -0.040
H -2.9154 -5.7089 0.9342 0.004 -0.051 -0.055
H -3.7174 -7.4300 -1.4587 0.045 0.071 0.038
H -4.0956 -5.7175 -1.1456 0.224 -0.069 -0.119
O 7.6794 -0.4249 0.5278 0.525 0.010 -2.709
C 7.9547 -0.4657 -0.6597 -0.328 -0.024 2.568
O 7.0556 -0.2681 -1.6677 0.371 -0.221 0.881
C 7.7987 -0.1717 -2.8684 -0.281 0.434 -1.153
C 9.0630 -0.9015 -2.5493 0.754 -0.452 -0.763
O 9.2026 -0.7159 -1.1535 -0.890 0.288 0.592
H 7.2533 -0.6272 -3.6994 -0.024 0.132 0.224
H 7.9716 0.8860 -3.0930 -0.047 -0.125 -0.025
H 8.9908 -1.9741 -2.7581 -0.001 0.089 0.030
H 9.9254 -0.4928 -3.0831 -0.080 -0.073 0.252
O 6.0072 1.4041 -5.4055 -1.826 -1.905 0.139
C 5.1405 0.5462 -5.3803 1.600 1.728 -0.094
O 3.9829 0.6394 -4.6629 1.039 0.122 -0.352
C 3.1577 -0.4349 -5.0726 -1.182 -0.201 0.204
C 4.1336 -1.4353 -5.6016 -0.240 -1.169 -0.158
O 5.2029 -0.6330 -6.0654 0.193 1.002 0.356
H 2.5793 -0.8229 -4.2297 0.138 0.223 -0.060
H 2.4672 -0.0763 -5.8432 0.080 -0.028 0.060
H 4.5078 -2.1071 -4.8219 -0.044 0.063 -0.054
H 3.7160 -2.0337 -6.4160 0.235 0.141 0.062
```
Positions in Å, forces in eV/Å.

The SMILES is COCCCCCCCCCCC[C@H]1CCC(=O)O1.O=C1OCCO1.O=C1OCCO1.O=C1OCCO1.O=C1OCCO1.O=C1OCCO1. As for the frontier orbital gap: 9.66 eV.

2.
Below is a molecular structure, C31H51Cl5N10OS5Sn, with properties calculated with ωB97M-V with the def2-TZVPD basis set.

The geometry in XYZ format:
```
104
Properties=species:S:1:pos:R:3:forces:R:3
Sn -0.1976 0.0816 -0.6073 -0.113 0.300 -0.067
C -1.1958 -0.5158 -6.0098 0.028 0.004 0.004
N -0.8072 -0.0121 -4.6996 -0.085 -0.003 0.069
C -0.6377 1.4292 -4.6038 -0.017 -0.045 -0.085
C -0.5892 -0.8135 -3.6308 0.144 0.185 -0.096
N 0.3086 -0.4882 -2.6934 0.077 -0.063 -0.113
C 1.5515 0.1396 -3.1609 0.003 -0.015 0.004
C 2.6837 -0.4548 -2.3436 -0.036 0.027 -0.020
N 2.5140 -0.0295 -0.9459 -0.051 0.062 -0.091
C 2.8968 -1.0486 0.0220 0.110 -0.007 0.050
C 1.9172 -2.2055 0.1010 0.076 -0.070 -0.035
N 0.5970 -1.7594 0.5372 0.202 -0.022 0.000
C -0.0200 -2.4979 1.4322 -0.239 -0.292 0.073
N -0.9640 -1.9990 2.2676 -0.236 0.145 -0.012
C -2.0472 -2.8307 2.7926 0.084 -0.039 0.128
C -1.2565 -0.5816 2.3712 0.021 -0.018 0.022
N 0.2600 -3.8291 1.6078 0.185 0.043 0.028
C 0.4375 -4.4242 2.9204 -0.044 -0.031 -0.005
C 0.4678 -4.7237 0.4831 0.024 0.041 -0.023
C 3.2410 1.2367 -0.7071 0.013 -0.010 -0.016
C 2.4824 2.1600 0.2317 0.155 -0.194 -0.048
N 1.3818 2.7255 -0.5082 0.002 0.050 0.050
C 0.7562 3.7602 -0.0571 -0.095 -0.084 -0.123
N 0.7168 4.1702 1.2664 0.135 -0.017 0.109
C 0.9548 5.5485 1.6520 -0.055 -0.004 -0.009
C 0.6075 3.2122 2.3369 -0.001 0.019 -0.089
N 0.0372 4.5368 -0.9209 0.079 0.138 0.038
C -1.1443 5.2786 -0.5233 -0.039 -0.025 -0.012
C 0.3090 4.5145 -2.3416 -0.053 -0.004 -0.029
N -1.2478 -1.9769 -3.5599 -0.078 -0.082 0.001
C -0.6982 -3.0971 -2.8167 -0.010 -0.092 0.029
C -2.6282 -2.1394 -3.9993 0.032 0.016 -0.030
H -0.5581 -0.0539 -6.7646 0.004 0.004 -0.001
H -1.0545 -1.5915 -6.0517 0.010 -0.008 -0.010
H -2.2345 -0.2798 -6.2483 -0.007 0.003 0.012
H -1.4852 1.9159 -5.0880 -0.014 0.003 0.004
H -0.6171 1.7273 -3.5604 0.032 0.018 0.030
H 0.2802 1.7644 -5.0929 -0.006 -0.005 -0.010
H 1.7026 -0.0676 -4.2232 0.018 0.000 0.023
H 1.5450 1.2278 -3.0299 0.031 -0.015 0.029
H 2.6331 -1.5410 -2.4198 -0.003 0.003 0.050
H 3.6617 -0.1459 -2.7277 0.009 -0.001 -0.008
H 3.8998 -1.4466 -0.1945 0.011 0.010 -0.009
H 2.9477 -0.5691 1.0046 -0.008 -0.009 -0.003
H 1.8624 -2.7048 -0.8707 -0.019 0.004 -0.011
H 2.3349 -2.9329 0.8011 -0.025 -0.025 0.010
H -1.9930 -3.8371 2.3931 0.011 0.083 0.069
H -2.0047 -2.8719 3.8835 0.000 0.025 0.014
H -3.0050 -2.4044 2.4952 -0.001 0.015 0.009
H -0.3574 0.0187 2.2584 0.047 -0.071 -0.012
H -1.9921 -0.2683 1.6243 -0.003 -0.013 -0.006
H -1.6893 -0.3880 3.3545 0.039 -0.016 0.034
H 0.2367 -3.6936 3.6994 0.032 0.014 -0.006
H -0.2333 -5.2747 3.0622 -0.011 0.003 0.016
H 1.4652 -4.7832 3.0323 -0.011 -0.008 -0.016
H 0.2058 -4.2210 -0.4429 -0.015 0.008 0.005
H 1.4997 -5.0801 0.4182 0.011 0.011 0.013
H -0.1850 -5.5925 0.5929 -0.004 -0.001 0.009
H 4.2492 1.0133 -0.3321 -0.011 0.001 0.020
H 3.3550 1.7520 -1.6592 0.009 0.020 -0.003
H 2.2004 1.5312 1.0916 -0.269 0.116 0.141
H 3.1586 2.9283 0.6266 0.008 0.025 -0.011
H 1.0375 6.1739 0.7674 0.010 -0.015 -0.002
H 0.1403 5.9312 2.2729 -0.006 0.020 0.002
H 1.8883 5.6359 2.2169 -0.006 -0.008 0.013
H 0.2430 2.2648 1.9402 0.014 -0.002 -0.013
H 1.5602 3.0387 2.8597 0.023 -0.002 0.002
H -0.1172 3.5731 3.0728 0.002 0.004 0.010
H -0.9912 6.3595 -0.5853 0.021 -0.007 -0.004
H -1.9738 5.0202 -1.1856 -0.010 -0.009 0.006
H -1.4282 5.0201 0.4932 0.003 0.012 -0.004
H 1.2529 4.0112 -2.5228 0.018 0.004 0.002
H -0.4816 3.9897 -2.8888 0.008 -0.012 0.010
H 0.3582 5.5366 -2.7244 -0.020 -0.005 0.007
H 0.3831 -2.9978 -2.7594 0.001 0.002 0.006
H -1.1224 -3.1333 -1.8132 0.032 -0.019 -0.030
H -0.9417 -4.0193 -3.3467 -0.010 0.007 -0.025
H -3.0614 -1.1744 -4.2488 0.004 0.012 0.009
H -2.6995 -2.8045 -4.8616 -0.004 0.004 -0.005
H -3.2041 -2.5714 -3.1810 -0.019 -0.021 0.021
Cl -7.7460 -0.9031 -0.9612 -0.010 -0.005 -0.007
C -6.0331 -0.9996 -0.9570 -0.006 -0.010 0.014
C -5.2637 0.0693 -1.4108 0.033 0.009 0.012
Cl -6.0319 1.4840 -2.0041 0.001 0.025 -0.018
C -3.8756 -0.0053 -1.3790 -0.076 0.008 0.032
Cl -2.9174 1.3080 -1.9814 -0.064 0.016 -0.019
C -3.1952 -1.1341 -0.8928 0.103 0.076 0.045
O -1.8946 -1.2284 -0.8511 -0.138 -0.147 0.095
C -4.0023 -2.2124 -0.4806 -0.001 -0.034 -0.052
Cl -3.1989 -3.6750 -0.0184 -0.066 -0.028 -0.213
C -5.3898 -2.1507 -0.5017 0.015 0.015 0.005
Cl -6.3152 -3.4923 0.0333 -0.007 -0.011 -0.001
C 5.0970 0.4378 4.6733 0.040 0.123 -0.002
S 4.4955 0.7877 6.3322 0.054 -0.003 -0.018
C 2.8369 0.6283 6.4472 -0.060 -0.077 -0.096
C 1.8211 0.3043 5.3953 0.055 0.063 0.091
S 2.1122 0.1129 3.8198 0.043 -0.038 -0.076
S 0.2032 0.1630 6.0141 -0.043 0.095 -0.003
C 0.5093 0.5724 7.6808 0.133 -0.316 0.081
S -0.5534 0.5766 8.8657 -0.092 0.130 0.016
S 2.2332 0.8621 8.0111 -0.093 0.105 0.013
H 6.1716 0.5728 4.7985 0.006 -0.018 -0.023
H 4.7036 1.1529 3.9566 0.051 -0.032 0.025
H 4.8751 -0.5830 4.3798 -0.023 -0.018 0.008
```
Positions in Å, forces in eV/Å.

For the energy above the lowest of the compared OMol25 structures with the same formula, charge and spin, the calculation gives 26.0 kcal/mol. As for the frontier orbital gap: 2.89 eV. The net charge is +2.

HOMO level, record by record: -9.5; -11.5 eV
Total energy, record by record: -69804.0804; -172528.6905 eV